ORCA calculation (ωB97M-V with the def2-TZVPD basis set) on 5 unconnected molecules or ions with the total composition C22H48NO15S2 at a distorted geometry.

```
88
Properties=species:S:1:pos:R:3:forces:R:3:lowdin_charge:R:1
H -5.787149 -0.121065 -5.324956 -0.0315 0.0031 -0.0272 0.0819
C -1.981081 1.244984 -0.413706 0.0170 0.1304 -0.1111 -0.0336
O -5.058413 6.270644 -0.338834 0.0291 -0.0042 0.0306 0.0411
O 0.271457 0.824183 -1.269444 -0.0521 0.0168 -0.0947 0.0268
H -0.648185 -3.408182 -0.221637 0.0665 -0.0100 -0.0810 0.0733
H 1.891408 4.158486 -2.386860 -0.0026 0.0005 0.0289 0.1029
O 1.732256 2.090457 -2.234805 -0.1260 0.0698 -0.0290 -0.0004
C -0.652446 0.568640 -0.187016 -0.1218 -0.2801 0.0947 -0.2187
H 3.168431 -6.164816 1.444854 -0.0276 0.0705 0.1017 0.1025
H 3.015617 -2.164374 0.226789 -0.0453 -0.0665 0.0458 0.1211
H 0.308527 0.450489 -4.268916 -0.0453 0.0370 0.0024 0.0849
H 4.829134 -2.544047 2.685762 -1.2544 -1.1709 -1.2357 0.0062
H -6.636855 4.279318 0.732814 -0.0006 -0.0154 -0.0237 0.0756
O -1.528807 -1.527230 1.989760 -0.4558 0.1243 0.0174 -0.2588
O 3.994349 -0.782087 3.965319 0.8489 -0.4718 0.9737 0.0057
H -6.258190 -1.427893 -6.422115 -0.0006 0.0000 -0.0071 0.0816
H -4.844979 0.223740 -7.625960 0.0206 0.0357 0.0267 0.1237
H -6.642956 6.298753 -1.571894 0.0220 0.0342 0.0287 0.1236
C -2.375745 -0.484460 -5.753186 -0.0282 -0.0268 0.0125 -0.6141
H 1.756278 -0.758549 1.539938 0.0492 0.1247 -0.2247 0.1080
C 0.942566 1.967123 -1.169645 0.3443 -0.3676 0.1932 -0.6163
O -1.485978 -3.038854 0.073663 -0.1934 0.0267 -0.0477 -0.1354
O -3.148626 6.305925 0.662527 0.0250 0.0074 -0.0010 0.0087
C 3.519467 -1.790095 1.126382 -0.2946 -0.3400 -0.2764 -0.2546
C 0.199558 -5.060030 2.159762 -0.2108 0.0247 -0.0359 -0.2270
H -0.757408 -0.513663 -0.177562 -0.0307 0.0284 -0.0851 0.0864
H -0.760804 -5.564880 2.032922 0.0153 0.0640 0.0159 0.1241
H -0.201973 0.877838 0.756285 0.0299 0.0635 -0.0396 0.1144
O 5.163707 0.301278 2.359353 0.2284 -0.2388 0.2569 0.1393
C -2.017802 5.620625 1.209456 0.0226 0.0346 0.0060 -0.0336
H 3.097793 3.382778 -1.335360 -0.0134 0.0003 0.0120 0.0899
C 3.125948 1.988472 2.032150 -0.0860 -0.0463 0.1034 -0.0049
H -3.982008 -1.314562 -7.495477 0.0317 -0.0083 0.0414 0.1225
H 0.728638 -3.017956 1.608529 -0.1003 0.1473 0.1783 0.0694
O 3.074385 0.899655 2.969504 1.0896 2.5572 1.9594 -0.0510
C -5.415244 -0.960490 -5.912924 0.0612 0.0290 0.0926 -0.0636
S -1.587588 -2.912204 1.664836 0.4958 -0.3550 0.0251 0.5969
H -2.398910 0.959612 -1.379821 -0.0068 -0.0494 0.0250 0.0884
S 3.040411 -4.092642 2.609325 -0.0400 0.1544 0.0174 1.1658
H 1.002871 -6.549076 0.851864 0.0594 0.0583 -0.0453 0.1267
C -0.384759 -0.328200 -4.572587 0.1048 0.0389 0.0723 -0.0392
H -2.682452 0.958636 0.369387 0.0125 -0.0075 0.0098 0.0896
H 4.859305 -3.495305 1.191107 -0.0278 -0.0145 0.0001 0.1175
H 5.593018 -1.891533 3.254630 1.1702 1.1409 1.1574 0.0940
C 5.137310 -1.620518 4.208829 0.5378 0.9442 1.2209 -0.2355
N 2.652563 -0.973068 1.952289 -1.3596 -3.2489 -2.1600 0.0281
O -4.010540 4.307731 0.071061 0.0119 -0.0634 0.0008 0.1110
H 3.431095 1.626428 1.052411 0.0115 -0.0653 -0.0430 0.0924
H -0.728507 -0.873017 -3.693674 0.0021 -0.0388 -0.0236 0.0907
H 0.582764 -5.410902 3.123143 -0.0011 -0.0212 -0.0914 0.1153
H 0.096001 -1.015131 -5.266659 -0.0280 -0.0219 0.0050 0.0962
H -5.775047 4.757464 -1.558694 0.0339 -0.0081 0.0372 0.1213
H -4.972249 -1.691046 -5.237199 0.0004 -0.0168 -0.0244 0.0754
H -7.987517 4.592286 -0.365322 -0.0004 0.0011 -0.0069 0.0810
H 6.944324 -1.647550 5.364084 0.0024 -0.0024 -0.0018 0.0910
H 3.818846 2.756365 2.370951 0.0375 -0.0492 -0.0088 0.1059
H 0.837844 -4.996322 0.084127 -0.0305 0.0117 0.0962 0.1117
H 2.118023 2.383977 1.978808 -0.0041 0.0005 0.0154 0.0891
H -1.573519 4.954651 0.471990 -0.0050 -0.0050 0.0016 0.0852
O -2.310789 -1.688253 -5.746261 -0.0028 0.0075 0.0109 0.1167
C 1.129618 -5.478376 1.021763 0.0543 -0.2421 0.0134 -0.2144
H 4.722598 -2.516614 4.671734 -0.0165 -0.0748 0.0621 0.1315
C 2.527079 3.285074 -2.256302 0.0263 0.0232 -0.0545 -0.0225
H -1.877385 2.329177 -0.395491 -0.0308 0.0085 0.0467 0.0702
O 0.905970 2.711447 -0.224580 -0.0252 0.4073 -0.0342 0.1093
H -7.454375 5.849613 0.760810 -0.0327 0.0035 -0.0250 0.0828
H 5.657450 -0.644344 6.050547 0.0050 -0.0400 -0.0010 0.0939
O -1.481335 0.337426 -5.200284 0.0186 0.0214 -0.0215 0.0088
H 3.912315 -4.853186 3.288000 0.0817 -0.0713 -0.0362 0.0313
H 0.057327 -3.144976 3.232575 -0.0376 -0.0288 -0.0693 0.1158
C -7.116777 5.038047 0.116001 0.0645 0.0260 0.0877 -0.0634
C -6.162169 5.560907 -0.933268 -0.1188 -0.0479 -0.1172 -0.2062
O -2.632123 -3.782429 2.082659 -0.0450 0.2782 0.0797 -0.2353
O -3.332063 0.252157 -6.305338 0.0206 0.0151 0.0139 0.0396
H 3.193683 3.175734 -3.105477 -0.0171 -0.0007 -0.0093 0.0965
H -1.314041 6.399071 1.487031 -0.0077 0.0029 0.0088 0.0942
C 6.138868 -0.953485 5.123150 -0.0064 0.0404 0.0581 -0.0245
C 4.216035 -2.927045 1.865180 -0.1998 -0.3560 -0.8809 -0.3515
C 4.175322 0.162796 3.032291 -0.3803 1.5399 -0.4605 -0.6654
C -4.073869 5.510653 0.127077 0.0161 0.0125 -0.0228 -0.6130
H 6.571488 -0.076293 4.644953 -0.0184 -0.0315 -0.0364 0.0902
C -0.016125 -3.545194 2.218940 0.3304 -0.1136 -0.0206 -0.2737
H 2.521616 -1.281117 2.905812 -0.1790 -0.0841 -0.3700 0.0878
H -2.310433 5.047615 2.088099 -0.0073 -0.0274 -0.0184 0.0985
H 4.356880 -1.176808 0.767244 -0.0301 -0.0667 -0.0852 0.1270
C 2.640207 -5.234885 1.238695 -0.0917 -0.0690 -0.2338 -0.3145
H 3.109256 -4.782831 0.363300 -0.0211 -0.0462 0.0560 0.0946
C -4.402386 -0.484669 -6.929216 -0.1063 -0.0523 -0.1219 -0.2045
```
Forces are in eV/Å.

Values from the calculation:
Electronic energy: -2846.46987 Ha
Spin multiplicity: 1
Net charge: +1
LUMO energy: -3.63 eV
Maximum force: 4.13 eV Å⁻¹
Energy relative to the best compared isomer or geometry (same formula, charge and spin): 0.871 eV
HOMO-LUMO gap: 8.32 eV